[1]
An isolated molecule of C4H7NO in a non-equilibrium geometry. Source: OMol25; level of theory: ωB97M-V/def2-TZVPD.

Last column: Löwdin charge in e.
CARTESIAN COORDINATES (ANGSTROEM)
O1 -2.429 0.355 0.389  0.019
C1 -1.479 0.049 -0.330  -0.246
C2 -0.303 -0.944 -0.032  -0.226
N1 0.821 -0.275 -0.646  -0.125
C3 1.269 1.013 0.044  -0.177
C4 2.000 -0.218 0.404  -0.128
H1 -1.343 0.526 -1.344  0.129
H2 -0.489 -1.995 -0.389  0.127
H3 -0.293 -1.057 1.170  0.147
H4 1.635 1.731 -0.693  0.100
H5 0.495 1.443 0.774  0.128
H6 3.117 -0.302 -0.029  0.142
H7 1.643 -0.665 1.400  0.109

* energy above the lowest of the compared OMol25 structures with the same formula, charge and spin: 81.3 kcal/mol
* SMILES: O=CCN1CC1
* Kohn-Sham gap: 10.7 eV

---

[2]
An isolated molecule of C3H8N2O2 in a non-equilibrium geometry. Source: OMol25; level of theory: ωB97M-V/def2-TZVPD.

Last column: Löwdin charge in e.
CARTESIAN COORDINATES (ANGSTROEM)
C1 0.527 -0.720 -1.397  -0.090
C2 -0.422 0.000 -0.454  -0.398
N1 -1.753 -0.564 -0.450  0.048
C3 0.045 0.359 0.835  -0.410
O1 -0.271 -0.154 2.037  0.110
N2 0.748 1.479 0.710  -0.021
O2 1.700 1.828 1.727  -0.026
H1 0.189 -0.621 -2.431  0.072
H2 1.535 -0.308 -1.341  0.075
H3 0.584 -1.792 -1.165  0.074
H4 -1.940 -1.160 -1.246  0.068
H5 -2.471 0.150 -0.416  0.080
H6 -0.817 -0.939 1.871  0.118
H7 0.440 1.429 -0.489  0.216
H8 1.908 1.011 2.210  0.085

* energy above the lowest of the compared OMol25 structures with the same formula, charge and spin: 127.2 kcal/mol
* SMILES: C/C(N)=C(/O)NO
* Kohn-Sham gap: 8.0 eV

---

[3]
An isolated molecule of C3HCl3F2 in a non-equilibrium geometry. Source: OMol25; level of theory: ωB97M-V/def2-TZVPD.

Last column: Löwdin charge in e.
CARTESIAN COORDINATES (ANGSTROEM)
F1 2.334 1.161 0.114  0.126
C1 1.022 1.036 0.001  -0.417
F2 0.330 2.128 0.215  0.162
C2 0.481 -0.193 -0.222  -0.611
Cl1 1.577 -1.651 -0.247  0.624
C3 -0.982 -0.582 -0.036  -1.111
Cl2 -1.454 -0.339 1.662  0.592
Cl3 -2.106 0.167 -1.241  0.550
H1 -1.203 -1.725 -0.246  0.085

* energy above the lowest of the compared OMol25 structures with the same formula, charge and spin: 10.4 kcal/mol
* SMILES: FC(F)=C(Cl)C(Cl)Cl
* Kohn-Sham gap: 10.5 eV

---

[4]
A structure of composition C36H43CdN4OS. Source: OMol25; level of theory: ωB97M-V/def2-TZVPD.

Last column: Löwdin charge in e.
CARTESIAN COORDINATES (ANGSTROEM)
Cd1 -1.780 -1.585 -2.790  1.038
C1 -1.498 -1.893 4.813  -0.064
C2 -1.057 -0.692 3.978  -0.548
C3 -1.781 0.559 4.495  -0.041
C4 0.461 -0.511 4.137  -0.030
C5 -1.378 -0.876 2.499  -0.166
C6 -1.994 -2.006 1.975  -0.016
C7 -2.158 -2.106 0.601  -0.128
N1 -1.787 -1.162 -0.250  0.058
C8 -1.257 -0.039 0.240  -0.201
C9 -1.016 0.118 1.597  0.024
C10 -0.944 1.039 -0.746  -0.218
C11 -0.452 2.277 -0.345  0.037
C12 -0.139 3.241 -1.288  -0.152
C13 -0.395 2.928 -2.623  -0.008
C14 -0.894 1.681 -2.941  -0.122
N2 -1.143 0.748 -2.027  0.033
C15 0.503 4.572 -0.914  -0.556
C16 1.874 4.657 -1.601  -0.041
C17 0.718 4.699 0.595  -0.060
C18 -0.389 5.724 -1.391  -0.047
H1 -1.218 -1.733 5.855  0.085
H2 -1.016 -2.814 4.476  0.076
H3 -2.580 -2.037 4.775  0.087
H4 -1.552 0.715 5.551  0.084
H5 -2.862 0.454 4.387  0.091
H6 -1.471 1.450 3.947  0.080
H7 0.709 -0.384 5.193  0.087
H8 0.836 0.351 3.584  0.081
H9 1.000 -1.385 3.767  0.079
H10 -2.324 -2.820 2.605  0.105
H11 -2.615 -2.986 0.159  0.110
H12 -0.498 0.998 1.943  0.098
H13 -0.261 2.462 0.697  0.089
H14 -0.194 3.635 -3.417  0.109
H15 -1.096 1.401 -3.969  0.104
H16 2.516 3.838 -1.272  0.094
H17 2.361 5.602 -1.346  0.084
H18 1.783 4.606 -2.687  0.077
H19 1.359 3.899 0.971  0.086
H20 -0.229 4.673 1.139  0.088
H21 1.200 5.654 0.812  0.084
H22 -0.537 5.698 -2.472  0.076
H23 0.070 6.683 -1.137  0.083
H24 -1.371 5.677 -0.916  0.090
C19 1.834 -5.145 1.548  -0.099
C20 0.907 -3.958 1.792  -0.239
C21 1.436 -2.662 1.197  -0.184
N3 1.419 -2.749 -0.261  0.031
C22 1.394 -1.742 -1.144  -0.856
S1 0.858 -2.098 -2.753  0.405
N4 1.796 -0.516 -0.822  0.105
C23 2.431 -0.009 0.399  -0.442
O1 1.832 0.922 0.996  -0.044
C24 3.689 -0.566 0.741  -0.207
C25 4.282 -0.193 1.982  -0.054
C26 5.471 -0.750 2.397  -0.126
C27 6.144 -1.691 1.611  -0.138
C28 5.589 -2.048 0.378  -0.123
C29 4.399 -1.506 -0.058  -0.064
H25 1.442 -6.053 2.008  0.068
H26 2.824 -4.948 1.965  0.078
H27 1.966 -5.348 0.484  0.068
H28 0.791 -3.802 2.868  0.099
H29 -0.094 -4.161 1.399  0.100
H30 2.451 -2.484 1.555  0.114
H31 0.820 -1.817 1.506  0.096
H32 1.076 -3.608 -0.662  0.095
H33 1.555 0.185 -1.510  0.117
H34 3.764 0.536 2.592  0.096
H35 5.892 -0.450 3.351  0.089
H36 7.078 -2.125 1.944  0.078
H37 6.105 -2.759 -0.257  0.091
H38 4.009 -1.796 -1.025  0.097
C30 -3.903 -1.544 -3.138  -0.285
C31 -4.315 -0.861 -4.307  -0.547
C32 -3.544 -0.442 -5.442  -0.143
C33 -4.086 0.261 -6.499  -0.145
C34 -5.439 0.604 -6.519  -0.146
C35 -6.240 0.199 -5.445  -0.141
C36 -5.708 -0.510 -4.393  -0.120
H39 -2.491 -0.709 -5.456  0.040
H40 -3.446 0.550 -7.326  0.084
H41 -5.858 1.161 -7.347  0.076
H42 -7.297 0.446 -5.442  0.083
H43 -6.337 -0.822 -3.568  0.076

* energy above the lowest of the compared OMol25 structures with the same formula, charge and spin: 1.9 kcal/mol
* net charge: -1
* Kohn-Sham gap (spin up / spin down): 4.7 / 5.0 eV

---

[5]
The ion C3H12BCl2NO4P3 with charge -1. Source: OMol25; level of theory: ωB97M-V/def2-TZVPD.

Last column: Löwdin charge in e.
CARTESIAN COORDINATES (ANGSTROEM)
C1 3.091 -0.319 -0.002  -0.149
C2 1.853 -1.232 -0.083  -0.299
C3 0.717 -1.002 0.928  -0.724
Cl1 1.379 -0.696 2.586  0.542
B1 -0.405 0.110 0.470  -1.040
P1 0.367 1.792 -0.162  0.674
N1 0.596 1.985 -1.728  -0.350
P2 -1.452 0.737 2.037  0.499
O1 -2.732 1.493 1.297  -0.430
Cl2 -2.364 -0.998 2.804  0.137
P3 -1.458 -0.748 -0.911  0.451
O2 -0.733 -1.638 -1.839  -0.305
O3 -2.321 0.385 -1.703  -0.186
O4 -2.676 -1.586 -0.228  -0.209
H1 4.007 -0.911 -0.023  0.059
H2 3.127 0.354 -0.863  0.059
H3 3.105 0.299 0.893  0.018
H4 1.418 -1.157 -1.080  0.082
H5 2.187 -2.270 0.018  0.100
H6 0.194 -1.955 1.030  0.071
H7 1.566 1.938 0.570  -0.023
H8 -0.425 2.809 0.417  -0.026
H9 0.084 2.788 -2.071  -0.074
H10 -3.095 0.982 0.566  -0.001
H11 -2.512 -0.011 -2.563  0.072
H12 -3.518 -1.149 -0.360  0.053

* net charge: -1
* Kohn-Sham gap: 7.6 eV

---

[6]
A structure of composition C8H17N3 in a non-equilibrium geometry. Source: OMol25; level of theory: ωB97M-V/def2-TZVPD.

Last column: Löwdin charge in e.
CARTESIAN COORDINATES (ANGSTROEM)
C1 -2.307 2.712 -4.053  -0.152
C2 -1.956 1.498 -3.169  -0.312
C3 -0.995 1.113 -1.430  -0.416
C4 -0.452 0.950 0.534  -0.230
C5 0.196 0.085 1.480  -0.196
C6 1.536 -0.713 0.813  -0.175
C7 1.113 -2.922 1.802  -0.259
C8 2.082 -1.444 3.042  -0.158
H1 -1.801 2.239 -5.168  0.133
H2 -3.438 3.130 -3.951  0.109
H3 -1.395 3.406 -3.765  0.082
H4 -1.311 0.851 -3.842  0.098
H5 -2.848 0.698 -3.006  0.154
H6 -1.394 1.525 0.810  0.142
H7 0.218 1.705 0.347  0.078
H8 0.713 0.718 2.287  0.113
H9 -0.476 -0.822 2.035  0.143
H10 1.248 -1.206 -0.141  0.101
H11 2.497 0.001 0.876  0.151
H12 1.085 -3.582 0.740  0.115
H13 1.528 -3.479 2.819  0.117
H14 -0.290 -2.941 1.938  0.154
H15 2.904 -2.069 3.525  0.100
H16 1.083 -1.472 3.497  0.068
H17 2.549 -0.377 3.105  0.102
N1 -1.232 2.186 -1.949  0.111
N2 -0.829 0.067 -0.769  0.136
N3 1.971 -1.855 1.593  -0.310

* energy above the lowest of the compared OMol25 structures with the same formula, charge and spin: 173.5 kcal/mol
* Kohn-Sham gap: 9.5 eV

---

[7]
A cluster of 2 separate species, C31H34N2O2 in total in a non-equilibrium geometry. Source: OMol25; level of theory: ωB97M-V/def2-TZVPD.

Last column: Löwdin charge in e.
CARTESIAN COORDINATES (ANGSTROEM)
C1 -2.602 1.237 4.658  -0.094
C2 -3.091 2.104 3.515  -0.235
N1 -2.056 2.291 2.473  -0.087
C3 -1.236 3.504 2.508  -0.240
C4 -1.882 4.634 1.735  -0.094
C5 -1.894 1.410 1.390  -0.494
C6 -2.636 0.203 1.370  -0.013
C7 -2.634 -0.765 0.344  -0.446
C8 -3.553 -1.931 0.452  -0.141
C9 -4.542 -2.044 1.426  -0.034
C10 -5.383 -3.136 1.448  -0.100
C11 -5.262 -4.132 0.501  -0.115
C12 -4.294 -4.025 -0.474  -0.102
C13 -3.449 -2.938 -0.497  -0.037
O1 -1.915 -0.695 -0.650  -0.027
O2 -1.110 1.726 0.497  -0.014
H1 -3.372 1.072 5.415  0.067
H2 -2.274 0.261 4.299  0.068
H3 -1.745 1.696 5.152  0.065
H4 -3.997 1.697 3.053  0.107
H5 -3.390 3.091 3.884  0.107
H6 -1.046 3.775 3.553  0.108
H7 -0.261 3.245 2.075  0.104
H8 -1.297 5.555 1.777  0.062
H9 -1.997 4.353 0.688  0.067
H10 -2.879 4.855 2.118  0.065
H11 -3.239 0.004 2.227  0.035
H12 -4.676 -1.266 2.158  0.097
H13 -6.138 -3.205 2.214  0.095
H14 -5.920 -4.987 0.523  0.092
H15 -4.194 -4.790 -1.224  0.092
H16 -2.703 -2.839 -1.267  0.093
C14 6.247 -0.248 -0.247  0.009
C15 4.978 -0.950 -0.533  -0.158
N2 4.741 -2.266 -0.234  -0.007
C16 5.646 -3.144 0.501  0.019
C17 3.428 -2.606 -0.608  -0.143
C18 2.831 -1.458 -1.157  -0.093
C19 1.463 -1.462 -1.455  0.014
C20 0.747 -2.619 -1.280  -0.034
C21 1.352 -3.769 -0.771  -0.055
C22 2.682 -3.772 -0.419  -0.013
C23 3.822 -0.402 -1.134  -0.086
C24 3.621 0.962 -1.438  0.124
C25 2.538 1.513 -2.194  -0.205
C26 1.942 0.841 -3.283  -0.030
C27 0.814 1.340 -3.891  -0.011
C28 0.247 2.540 -3.473  -0.231
C29 -1.021 3.030 -4.075  -0.028
C30 0.868 3.249 -2.449  -0.006
C31 1.991 2.760 -1.829  0.013
H17 6.235 0.778 -0.615  0.084
H18 6.445 -0.220 0.825  0.100
H19 7.081 -0.763 -0.726  0.099
H20 5.182 -4.108 0.693  0.089
H21 6.558 -3.304 -0.068  0.100
H22 5.907 -2.695 1.457  0.101
H23 0.962 -0.558 -1.749  0.109
H24 -0.302 -2.624 -1.524  0.096
H25 0.758 -4.657 -0.628  0.111
H26 3.139 -4.645 0.011  0.099
H27 4.266 1.665 -0.939  0.121
H28 2.368 -0.088 -3.621  0.124
H29 0.338 0.782 -4.680  0.125
H30 -1.322 3.983 -3.641  0.083
H31 -0.914 3.168 -5.150  0.088
H32 -1.828 2.317 -3.902  0.101
H33 0.431 4.172 -2.109  0.119
H34 2.430 3.297 -1.006  0.121

* energy above the lowest of the compared OMol25 structures with the same formula, charge and spin: 20.7 kcal/mol
* Kohn-Sham gap: 3.0 eV